# 1
Computed, not measured: a molecular structure, C24H22F6IPPdSbTe at a distorted geometry, with the ωB97M-V functional and the def2-TZVPD basis.

CARTESIAN COORDINATES (ANGSTROEM)
Pd: -1.298 0.723 0.231
I: -1.999 -1.430 -1.228
C: -0.633 -3.028 -1.311
C: -1.329 -4.230 -1.521
C: -0.656 -5.377 -1.873
C: 0.731 -5.309 -2.081
C: 1.455 -4.123 -1.825
C: 2.841 -4.143 -2.030
C: 3.621 -3.040 -1.711
C: 3.010 -1.925 -1.164
C: 1.622 -1.855 -0.976
P: 1.064 -0.341 -0.115
C: 0.824 0.931 -1.359
C: 0.864 0.679 -2.729
C: 0.422 1.650 -3.617
C: -0.136 2.842 -3.150
C: -0.197 3.097 -1.790
C: 0.287 2.156 -0.876
C: 2.322 0.180 1.091
C: 2.403 -0.490 2.324
C: 3.335 -0.070 3.344
C: 4.079 1.079 3.192
C: 4.008 1.740 1.973
C: 3.085 1.320 0.935
C: 0.797 -2.941 -1.349
H: -2.407 -4.259 -1.431
H: -1.196 -6.304 -2.023
H: 1.268 -6.185 -2.430
H: 3.299 -5.034 -2.443
H: 4.692 -3.061 -1.864
H: 3.633 -1.088 -0.876
H: 1.260 -0.254 -3.110
H: 0.511 1.479 -4.682
H: -0.488 3.583 -3.856
H: -0.567 4.050 -1.434
H: 0.488 2.481 0.142
H: 1.718 -1.300 2.550
H: 3.460 -0.678 4.233
H: 4.744 1.424 3.973
H: 4.680 2.568 1.776
H: 3.001 1.925 0.039
F: -0.860 1.921 2.055
Sb: -1.558 0.623 3.436
F: -2.810 0.212 1.914
F: -0.552 -0.623 2.363
F: -2.320 -0.706 4.436
F: 0.073 0.912 4.262
F: -2.775 1.964 3.812
C: -4.948 4.270 -0.268
Te: -3.952 2.808 0.881
C: -5.679 2.000 1.780
H: -5.471 3.771 -1.085
H: -4.224 4.983 -0.653
H: -5.671 4.776 0.371
H: -6.191 2.818 2.285
H: -5.378 1.230 2.483
H: -6.304 1.601 0.981

HOMO-LUMO gap (spin up / spin down)	7.7 / 5.5	eV
2S+1	6
<S²>	8.813
net charge	+4
E_LUMO (spin up / spin down)	-12.11 / -15.22	eV
F_max	1.738	eV/A

# 2
Computed, not measured: 2 unconnected molecules or ions with the total composition C17H34N3O3S at a distorted geometry, with the ωB97M-V functional and the def2-TZVPD basis.

CARTESIAN COORDINATES (ANGSTROEM)
C: -6.480 1.411 1.849
C: -5.352 1.733 1.633
C: -3.964 2.124 1.366
C: -3.994 2.895 0.036
C: -2.697 3.490 -0.481
C: -2.825 4.781 -1.254
N: -1.586 2.913 -0.284
C: -3.083 0.835 1.303
C: -1.960 0.694 2.340
N: -0.895 -0.144 1.766
C: -1.344 -1.461 1.328
C: -0.224 -2.511 1.347
C: 1.154 -1.991 0.969
C: 1.220 -1.359 -0.445
C: -1.292 2.003 2.784
C: -2.135 3.275 2.717
N: -3.589 3.013 2.524
H: -7.544 1.332 1.915
H: -4.755 3.674 0.044
H: -4.333 2.168 -0.701
H: -2.221 4.742 -2.154
H: -2.510 5.614 -0.627
H: -3.852 4.983 -1.553
H: -0.840 3.433 -0.745
H: -2.677 0.761 0.302
H: -3.754 -0.008 1.424
H: -2.372 0.172 3.213
H: -0.198 -0.267 2.493
H: -2.159 -1.832 1.963
H: -1.748 -1.413 0.317
H: -0.499 -3.323 0.678
H: -0.168 -2.935 2.352
H: 1.502 -1.246 1.683
H: 1.881 -2.796 1.026
H: 1.687 -0.380 -0.379
H: 1.862 -1.975 -1.061
H: 0.234 -1.247 -0.884
H: -0.434 2.144 2.135
H: -0.930 1.872 3.801
H: -2.046 3.811 3.661
H: -1.777 3.950 1.953
H: -4.055 3.911 2.375
H: -4.006 2.638 3.377
O: 3.927 -3.698 -1.926
S: 4.495 -3.106 -3.101
O: 4.396 -3.765 -4.364
O: 6.011 -2.743 -2.808
C: 6.882 -3.799 -2.338
C: 7.281 -4.765 -3.435
C: 3.898 -1.459 -3.275
H: 6.406 -4.312 -1.502
H: 7.758 -3.282 -1.953
H: 6.425 -5.331 -3.800
H: 8.017 -5.472 -3.052
H: 7.710 -4.230 -4.281
H: 3.990 -0.944 -2.323
H: 2.854 -1.533 -3.571
H: 4.474 -0.961 -4.050

HOMO-LUMO gap	8.8	eV
2S+1	1
net charge	+1
E_LUMO	-2.96	eV
F_max	1.180	eV/A

# 3
Computed, not measured: 6 unconnected molecules or ions with the total composition C8H28O10 at a distorted geometry, with the ωB97M-V functional and the def2-TZVPD basis.

CARTESIAN COORDINATES (ANGSTROEM)
O: -0.733 -4.456 -3.895
C: 0.305 -4.947 -3.069
C: -0.141 -5.093 -1.631
O: 0.743 -5.737 -0.787
H: -0.833 -3.541 -3.622
H: 0.509 -5.986 -3.327
H: 1.257 -4.489 -3.339
H: -1.128 -5.554 -1.653
H: -0.262 -4.054 -1.323
H: 0.787 -6.667 -1.025
O: -3.169 1.488 3.756
C: -3.306 0.304 4.538
C: -3.667 0.654 5.976
O: -2.686 1.515 6.517
H: -3.030 1.221 2.845
H: -4.136 -0.235 4.080
H: -2.396 -0.290 4.454
H: -3.636 -0.281 6.536
H: -4.700 0.970 6.118
H: -2.673 2.278 5.935
O: 0.483 4.919 -2.980
C: 1.121 3.675 -3.168
C: 1.528 3.405 -4.698
O: 0.444 2.894 -5.487
H: -0.170 4.920 -2.277
H: 1.970 3.533 -2.499
H: 0.396 2.904 -2.908
H: 2.294 2.633 -4.623
H: 1.919 4.330 -5.123
H: -0.041 3.668 -5.784
O: 2.324 -0.021 1.271
C: 2.318 0.859 2.391
C: 3.445 0.424 3.274
O: 4.677 0.805 2.738
H: 3.096 -0.592 1.281
H: 2.441 1.920 2.177
H: 1.370 0.848 2.929
H: 3.367 -0.646 3.466
H: 3.578 0.853 4.267
H: 4.959 1.649 3.099
O: -1.475 -0.456 -3.941
H: -0.809 -0.023 -4.474
H: -2.276 -0.397 -4.462
O: -1.596 0.427 -0.256
H: -0.663 0.237 -0.155
H: -1.807 0.130 -1.141

HOMO-LUMO gap	10.5	eV
2S+1	1
SMILES	OCCO.OCCO.OCCO.OCCO.O.O
E_LUMO	0.30	eV
F_max	2.311	eV/A

# 4
Computed, not measured: a molecular structure, C5H14N2O at a distorted geometry, with the ωB97M-V functional and the def2-TZVPD basis.

CARTESIAN COORDINATES (ANGSTROEM)
C: 1.550 0.316 -0.234
C: 1.910 -0.616 0.898
C: 1.474 -0.363 -1.580
H: 2.230 1.166 -0.270
H: 0.476 1.087 0.159
H: 0.795 -1.214 -1.560
H: 1.854 -0.107 1.859
H: 1.241 -1.476 0.922
H: 2.925 -1.000 0.762
H: 2.462 -0.736 -1.865
H: 1.143 0.326 -2.355
C: -2.009 -0.558 -0.604
N: -1.286 -0.082 0.555
C: -1.055 1.327 0.748
O: -1.650 -0.832 1.701
N: -1.782 2.287 0.272
H: -0.815 -1.033 2.150
H: -2.223 2.060 -0.618
H: -0.702 1.488 1.769
H: -3.086 -0.398 -0.503
H: -1.654 -0.023 -1.485
H: -1.797 -1.620 -0.721

HOMO-LUMO gap	9.3	eV
2S+1	1
E_LUMO	0.69	eV
F_max	5.115	eV/A

# 5
Computed, not measured: a molecular structure, C18H23IrN2O4Si at a distorted geometry, with the ωB97M-V functional and the def2-TZVPD basis.

CARTESIAN COORDINATES (ANGSTROEM)
Ir: 0.000 0.000 0.000
C: 0.171 -4.557 0.837
C: 0.117 -3.120 0.573
N: 0.074 -1.980 0.364
H: -0.745 -5.049 0.496
H: 0.282 -4.751 1.908
H: 1.017 -5.016 0.318
O: -3.779 -0.580 1.123
N: -2.588 -0.541 1.099
O: -1.959 -0.932 2.034
O: -1.967 -0.066 0.041
C: 2.046 -2.927 -2.916
C: 0.521 -3.147 -2.812
C: 0.179 -3.673 -1.400
C: 0.067 -4.179 -3.861
Si: -0.425 -1.330 -3.099
O: -0.027 -0.337 -1.826
C: -2.320 -1.601 -3.169
C: -3.005 -1.917 -1.976
C: -4.384 -2.138 -1.970
C: -5.111 -2.034 -3.151
C: -4.461 -1.700 -4.336
C: -3.080 -1.481 -4.347
C: 0.142 -0.572 -4.762
C: 0.749 0.701 -4.763
C: 1.201 1.281 -5.951
C: 1.055 0.604 -7.158
C: 0.457 -0.653 -7.181
C: 0.007 -1.239 -5.994
H: 2.587 -3.864 -2.746
H: 2.399 -2.202 -2.174
H: 2.334 -2.556 -3.906
H: 0.724 -4.600 -1.189
H: -0.888 -3.895 -1.299
H: 0.447 -2.949 -0.621
H: 0.495 -5.165 -3.643
H: 0.397 -3.908 -4.867
H: -1.022 -4.290 -3.879
H: -2.471 -1.979 -1.026
H: -4.891 -2.379 -1.039
H: -6.185 -2.198 -3.146
H: -5.033 -1.598 -5.256
H: -2.627 -1.196 -5.293
H: 0.882 1.254 -3.831
H: 1.669 2.262 -5.930
H: 1.407 1.057 -8.081
H: 0.342 -1.180 -8.125
H: -0.462 -2.219 -6.061
H: 1.723 0.058 -0.036

HOMO-LUMO gap (spin up / spin down)	8.0 / 7.1	eV
2S+1	5
<S²>	6.014
E_LUMO (spin up / spin down)	0.08 / -1.98	eV
F_max	5.919	eV/A

# 6
Computed, not measured: 11 unconnected molecules or ions with the total composition C36H87F3N3O13 at a distorted geometry, with the ωB97M-V functional and the def2-TZVPD basis.

CARTESIAN COORDINATES (ANGSTROEM)
C: -0.745 -1.323 0.422
O: -0.420 -0.124 -0.281
O: -1.684 -1.118 1.352
C: -1.199 -2.296 -0.653
F: -0.145 -2.745 -1.386
F: -1.679 -3.451 -0.130
F: -2.113 -1.785 -1.464
C: 0.748 0.493 0.195
C: 1.028 1.804 -0.520
H: 0.145 2.444 -0.481
H: 1.858 2.231 0.042
H: 1.223 1.576 -1.565
H: 1.641 -0.138 0.129
H: 0.613 0.775 1.254
H: 0.191 -1.715 0.863
C: 4.720 2.342 -2.685
C: 4.888 3.242 -1.463
C: 3.927 4.430 -1.507
C: 4.069 5.412 -0.343
C: 3.841 4.837 1.034
C: 4.081 5.900 2.094
H: 3.681 2.122 -2.943
H: 5.247 1.391 -2.583
H: 5.142 2.844 -3.561
H: 4.790 2.701 -0.523
H: 5.903 3.650 -1.543
H: 2.898 4.041 -1.469
H: 3.977 4.952 -2.466
H: 5.044 5.917 -0.405
H: 3.406 6.249 -0.600
H: 2.872 4.369 1.222
H: 4.557 4.023 1.196
H: 3.738 5.540 3.070
H: 5.089 6.287 2.250
H: 3.482 6.800 1.915
C: -1.279 -3.071 -7.941
C: -0.380 -2.294 -6.951
C: 0.140 -3.161 -5.811
C: -0.915 -3.818 -4.946
C: -0.321 -4.852 -3.976
C: -1.402 -5.336 -3.006
H: -0.783 -4.007 -8.205
H: -1.483 -2.434 -8.800
H: -2.242 -3.328 -7.497
H: 0.448 -1.935 -7.566
H: -0.955 -1.441 -6.583
H: 0.761 -2.545 -5.147
H: 0.843 -3.882 -6.246
H: -1.459 -3.060 -4.375
H: -1.665 -4.326 -5.565
H: 0.174 -5.679 -4.483
H: 0.429 -4.267 -3.431
H: -2.164 -5.915 -3.526
H: -0.932 -5.892 -2.192
H: -1.868 -4.475 -2.526
C: 4.274 -2.189 -0.594
C: 5.021 -1.489 0.543
C: 4.124 -0.550 1.338
C: 4.819 0.162 2.502
C: 3.870 1.086 3.231
C: 4.624 1.920 4.299
H: 4.049 -1.493 -1.408
H: 3.314 -2.570 -0.245
H: 4.893 -2.994 -0.988
H: 5.350 -2.303 1.207
H: 5.950 -1.012 0.221
H: 3.292 -1.121 1.755
H: 3.790 0.240 0.654
H: 5.241 -0.614 3.149
H: 5.654 0.745 2.093
H: 3.347 1.765 2.549
H: 3.088 0.509 3.731
H: 5.037 2.851 3.916
H: 3.898 2.154 5.081
H: 5.374 1.240 4.703
C: -5.358 -6.045 1.186
C: -3.908 -5.750 0.939
O: -3.534 -4.713 1.838
O: -5.608 -6.308 2.553
H: -5.648 -6.932 0.620
H: -5.989 -5.221 0.832
H: -3.756 -5.453 -0.105
H: -3.302 -6.631 1.184
H: -2.675 -4.373 1.570
H: -5.398 -5.494 3.026
C: 0.613 -1.615 3.721
C: -0.136 -2.920 3.857
O: -0.883 -3.228 2.703
O: -0.257 -0.508 3.675
H: 1.254 -1.675 2.824
H: 1.351 -1.523 4.527
H: -0.756 -2.908 4.761
H: 0.596 -3.732 3.953
H: -1.344 -2.436 2.367
H: -0.711 -0.564 2.814
C: 1.288 3.833 4.115
C: 0.492 2.874 3.273
O: -0.877 3.277 3.334
O: 1.121 3.516 5.484
H: 1.150 4.892 3.854
H: 2.362 3.734 3.909
H: 0.643 1.853 3.624
H: 0.843 2.979 2.232
H: -1.396 2.563 2.918
H: 0.213 3.718 5.733
C: -3.854 1.286 2.662
C: -3.725 0.114 3.598
O: -3.908 -1.143 2.961
O: -2.612 1.472 1.921
H: -3.920 2.187 3.278
H: -4.662 1.219 1.937
H: -4.478 0.171 4.391
H: -2.752 0.145 4.106
H: -3.184 -1.255 2.323
H: -2.310 0.614 1.556
O: -6.073 -0.953 -1.717
C: -5.187 -1.127 -0.905
N: -4.405 -0.125 -0.427
C: -4.874 -2.471 -0.329
H: -3.523 -0.349 0.012
H: -4.501 0.803 -0.803
H: -4.371 -2.447 0.639
H: -4.286 -3.047 -1.046
H: -5.735 -3.106 -0.114
O: -1.929 2.218 -5.031
C: -1.676 1.347 -4.215
N: -0.624 1.483 -3.362
C: -2.498 0.082 -4.185
H: -0.098 2.329 -3.502
H: -0.307 0.748 -2.756
H: -2.534 -0.332 -5.190
H: -3.502 0.399 -3.902
H: -2.117 -0.690 -3.519
O: -3.813 5.756 -0.396
C: -3.131 5.012 0.290
N: -2.818 3.751 -0.099
C: -2.671 5.395 1.671
H: -3.186 3.459 -0.989
H: -2.219 3.104 0.385
H: -1.649 5.046 1.819
H: -3.303 4.926 2.424
H: -2.726 6.475 1.767

HOMO-LUMO gap	9.5	eV
2S+1	1
net charge	-1
E_LUMO	2.16	eV
F_max	1.664	eV/A